# 1
Density functional theory data (wB97M-V/def2-TZVPD) for a 7-piece molecular cluster, C32H61Cl12N2O5P overall at a distorted geometry.

## Properties
- HOMO: -8.252 eV
- Electronic energy: -206947.896 eV
- Structure (SMILES): CC[C@@H](C)[C@]1(P(N)O)C(=O)O[C@@H](CON=O)[C@@]1(C)CC[C@H](C)CCC=C(C)C.ClCCCl.ClCCCl.ClCCCl.ClCCCl.ClCCCl.ClCCCl
- HOMO-LUMO gap: 8.2 eV
- LUMO level: -0.1 eV

Atoms and positions in Å:
C 4.623 2.647 -2.307
C 4.214 1.259 -1.745
C 3.194 1.417 -0.599
C 1.881 1.974 -1.164
C 2.995 0.175 0.323
P 2.660 1.031 2.026
N 3.607 0.113 3.130
O 1.196 0.490 2.548
C 4.298 -0.563 0.560
O 5.366 -0.068 0.823
O 4.124 -1.891 0.432
C 2.688 -2.207 0.589
C 2.493 -2.414 2.089
O 1.795 -3.675 2.255
N 1.518 -3.844 3.651
O 2.159 -4.699 4.106
C 2.068 -0.997 -0.142
C 2.380 -1.317 -1.641
C 0.519 -0.822 -0.116
C -0.280 -1.763 0.790
C -1.785 -1.438 0.851
C -2.424 -1.395 -0.542
C -2.028 -0.199 1.716
C -3.453 0.401 1.641
C -3.516 1.458 2.707
C -3.441 2.789 2.524
C -3.951 3.527 1.312
C -2.848 3.683 3.604
H 4.223 3.458 -1.696
H 5.708 2.758 -2.287
H 4.278 2.774 -3.332
H 3.733 0.706 -2.551
H 5.123 0.772 -1.405
H 3.595 2.196 0.059
H 1.548 1.339 -1.978
H 1.133 2.081 -0.376
H 2.063 2.980 -1.544
H 3.142 0.075 4.030
H 4.510 0.560 3.221
H 0.543 1.193 2.460
H 2.601 -3.165 0.082
H 1.892 -1.644 2.562
H 3.451 -2.496 2.596
H 3.443 -1.269 -1.866
H 2.030 -2.330 -1.843
H 1.867 -0.636 -2.312
H 0.254 0.200 0.150
H 0.140 -0.967 -1.127
H 0.073 -1.713 1.818
H -0.162 -2.795 0.441
H -2.235 -2.276 1.392
H -2.126 -0.510 -1.104
H -2.097 -2.287 -1.079
H -3.511 -1.445 -0.461
H -1.329 0.604 1.463
H -1.875 -0.453 2.770
H -3.604 0.828 0.654
H -4.158 -0.417 1.828
H -3.555 1.095 3.735
H -3.265 4.317 0.997
H -4.209 2.907 0.451
H -4.871 4.029 1.631
H -2.526 4.617 3.147
H -3.603 3.941 4.350
H -1.995 3.207 4.082
Cl -6.405 -1.274 -2.657
C -6.950 -0.199 -1.341
C -6.635 1.248 -1.616
Cl -4.884 1.573 -1.563
H -6.479 -0.537 -0.421
H -8.027 -0.329 -1.254
H -7.100 1.870 -0.852
H -7.003 1.560 -2.590
Cl -3.371 6.833 4.738
C -2.124 7.681 5.690
C -1.669 6.868 6.874
Cl -2.943 6.708 8.110
H -2.533 8.639 5.999
H -1.281 7.859 5.024
H -0.823 7.360 7.350
H -1.369 5.867 6.574
Cl 3.043 -1.393 -4.851
C 2.424 -0.423 -6.210
C 2.335 1.025 -5.801
Cl 1.109 1.247 -4.528
H 1.454 -0.824 -6.493
H 3.110 -0.535 -7.048
H 2.061 1.656 -6.646
H 3.286 1.370 -5.403
Cl -1.989 -4.152 2.972
C -1.162 -5.654 2.485
C -1.878 -6.351 1.358
Cl -3.450 -7.022 1.866
H -1.082 -6.292 3.362
H -0.162 -5.374 2.157
H -1.274 -7.186 1.005
H -2.059 -5.674 0.527
Cl 3.860 -4.097 -3.214
C 5.398 -4.394 -2.363
C 6.039 -3.108 -1.907
Cl 6.618 -2.126 -3.278
H 6.047 -4.952 -3.033
H 5.173 -5.013 -1.496
H 6.904 -3.331 -1.285
H 5.343 -2.501 -1.333
Cl -1.448 -1.614 -3.759
C -2.947 -1.012 -4.511
C -2.767 0.371 -5.085
Cl -2.528 1.569 -3.792
H -3.726 -1.024 -3.753
H -3.215 -1.711 -5.302
H -3.659 0.663 -5.637
H -1.910 0.422 -5.752

Atoms 1-6, force components in eV/Å:
C 0.076 -0.302 0.231
C -0.295 0.827 -0.093
C 0.289 -0.047 -0.218
C 0.459 0.050 0.556
C -0.242 -0.377 0.489
P -0.037 0.655 -0.176

---

# 2
Density functional theory data (wB97M-V/def2-TZVPD) for a 4-piece molecular cluster, C32H61N3O6P overall at a distorted geometry.

## Properties
- 2S+1: 4
- HOMO (alpha / beta): -8.777 / -8.777 eV
- Electronic energy: -60202.963 eV
- HOMO-LUMO gap (alpha / beta): 8.5 / 8.3 eV
- LUMO level (alpha / beta): -0.3 / -0.5 eV

Atoms and positions in Å:
C 0.714 0.056 -6.298
C -0.350 0.986 -6.502
C -1.449 2.247 -6.461
O -2.230 2.233 -7.739
C -3.617 2.563 -7.274
O -4.508 1.541 -7.313
P -0.542 3.927 -6.408
C -1.356 4.854 -4.904
O -0.903 4.939 -7.778
H 1.605 -0.566 -5.803
H -2.198 2.092 -5.560
H -3.907 3.626 -6.850
H -1.618 4.032 -4.091
H -0.629 5.683 -4.510
H -2.398 5.280 -5.271
H -0.035 5.428 -7.980
C -5.555 -3.813 -3.088
C -6.065 -2.468 -2.494
C -7.096 -1.824 -3.459
C -6.470 -1.205 -4.702
C -5.348 -0.243 -4.333
C -4.287 -0.872 -3.393
N -4.898 -1.568 -2.212
O -5.331 -0.577 -1.311
C -3.407 -1.866 -4.194
C -3.277 0.247 -2.973
C -6.825 -2.900 -1.196
H -6.188 -4.659 -2.793
H -5.549 -3.821 -4.181
H -4.546 -4.051 -2.732
H -7.659 -1.038 -2.936
H -7.842 -2.571 -3.770
H -6.092 -1.987 -5.374
H -7.237 -0.667 -5.273
H -4.870 0.121 -5.252
H -5.794 0.640 -3.856
H -2.707 -2.394 -3.535
H -2.805 -1.342 -4.948
H -3.978 -2.609 -4.750
H -3.767 1.101 -2.493
H -2.750 0.649 -3.847
H -2.518 -0.145 -2.285
H -6.142 -3.367 -0.476
H -7.611 -3.630 -1.427
H -7.329 -2.063 -0.701
C -1.630 -1.602 1.264
C -0.182 -1.947 0.809
C 0.673 -2.354 2.038
C 1.075 -1.179 2.922
C 1.732 -0.075 2.103
C 0.882 0.371 0.884
N 0.400 -0.786 0.059
O 1.495 -1.263 -0.685
C -0.326 1.212 1.373
C 1.720 1.395 0.050
C -0.369 -3.216 -0.089
H -2.278 -2.486 1.278
H -1.672 -1.193 2.276
H -2.106 -0.889 0.580
H 1.591 -2.859 1.706
H 0.130 -3.091 2.650
H 0.203 -0.785 3.459
H 1.772 -1.522 3.695
H 1.934 0.784 2.757
H 2.713 -0.434 1.765
H -0.995 1.463 0.541
H 0.005 2.159 1.817
H -0.917 0.723 2.148
H 2.685 0.989 -0.273
H 1.949 2.291 0.642
H 1.170 1.723 -0.840
H -0.972 -2.987 -0.976
H -0.882 -4.014 0.462
H 0.583 -3.645 -0.420
C 7.338 1.197 4.146
C 5.804 1.365 4.351
C 5.527 2.574 5.285
C 5.841 2.301 6.751
C 5.152 1.031 7.234
C 5.438 -0.200 6.334
N 5.224 0.085 4.876
O 3.836 0.120 4.649
C 6.891 -0.689 6.569
C 4.568 -1.395 6.846
C 5.277 1.729 2.923
H 7.707 1.789 3.299
H 7.922 1.528 5.009
H 7.602 0.156 3.925
H 4.471 2.869 5.213
H 6.106 3.449 4.953
H 6.925 2.227 6.906
H 5.509 3.149 7.362
H 5.464 0.824 8.267
H 4.072 1.220 7.278
H 7.151 -1.502 5.880
H 7.016 -1.079 7.587
H 7.641 0.095 6.468
H 3.498 -1.163 6.862
H 4.837 -1.665 7.874
H 4.717 -2.286 6.224
H 5.451 0.907 2.218
H 5.790 2.616 2.530
H 4.209 1.971 2.914

Atoms 1-6, force components in eV/Å:
C -7.366 7.157 -0.226
C 7.134 -5.376 2.339
C -0.161 -1.707 -0.783
O -3.015 0.972 2.858
C -3.557 -6.758 -0.969
O 5.833 7.364 0.273

---

# 3
Density functional theory data (wB97M-V/def2-TZVPD) for a 11-piece molecular cluster, C32H62N2O31S3 overall at a distorted geometry.

## Properties
- HOMO: -7.600 eV
- Electronic energy: -133124.796 eV
- Energy relative to the best compared isomer or geometry (same formula, charge and spin): 52.75 kcal per mole
- HOMO-LUMO gap: 7.3 eV
- LUMO level: -0.3 eV

Atoms and positions in Å:
C -1.606 1.257 -2.317
N -0.111 1.550 -2.350
C 0.208 2.092 -3.686
C -0.022 2.716 -1.308
C 0.846 0.544 -2.052
C 0.642 -0.222 -0.662
O 1.589 -1.183 -0.577
H -1.796 1.010 -1.347
H -1.904 0.337 -2.919
H -2.421 1.932 -2.586
H 1.136 2.472 -3.978
H -0.591 2.940 -3.901
H 0.118 1.293 -4.302
H -0.530 3.446 -1.707
H 1.043 3.080 -1.165
H -0.498 2.120 -0.588
H 1.818 0.958 -2.126
H 0.944 -0.194 -2.779
H -0.177 -0.734 -0.916
H 0.362 0.501 0.273
H 1.524 -2.025 -1.187
N 2.253 -4.445 -3.012
O 1.269 -5.277 -2.789
O 2.144 -3.312 -2.427
O 3.373 -4.979 -3.189
O 7.393 0.537 0.131
S 6.490 -0.571 0.063
O 6.879 -1.717 -0.792
O 6.227 -1.098 1.634
C 7.348 -1.700 2.212
C 6.787 -2.359 3.507
C 4.971 -0.077 -0.645
H 8.002 -0.803 2.472
H 7.725 -2.461 1.659
H 7.538 -2.678 3.924
H 5.891 -2.977 3.486
H 6.684 -1.454 4.250
H 4.283 -0.776 -0.552
H 5.139 0.358 -1.699
H 4.567 0.766 -0.141
O -0.386 6.572 1.923
S 0.029 5.520 1.066
O -0.252 4.120 1.316
O -0.604 5.799 -0.400
C -1.919 6.052 -0.486
C -2.311 6.215 -1.925
C 1.711 5.546 0.590
H -2.183 6.888 0.290
H -2.260 5.055 -0.221
H -2.030 5.255 -2.390
H -1.777 6.998 -2.262
H -3.434 6.405 -2.061
H 2.001 4.642 0.176
H 2.312 5.642 1.372
H 1.965 6.213 -0.277
O -1.907 -7.125 1.801
S -0.599 -6.759 2.230
O 0.557 -7.599 1.878
O -0.394 -5.268 1.465
C -0.408 -5.182 0.057
C -0.804 -3.880 -0.429
C -0.553 -6.453 3.965
H -1.044 -5.946 -0.365
H 0.629 -5.553 -0.253
H -0.381 -3.595 -1.515
H -0.371 -3.102 0.284
H -1.952 -3.798 -0.119
H -0.999 -5.380 4.391
H 0.518 -6.071 4.228
H -0.885 -7.184 4.379
C -4.689 2.149 2.380
C -3.700 3.136 1.686
O -3.778 2.853 0.299
C -4.327 1.661 0.121
O -4.602 1.121 -1.043
O -4.757 1.152 1.273
H -5.809 2.346 2.477
H -4.442 1.816 3.434
H -2.602 2.957 1.883
H -3.983 4.125 2.057
C 3.509 -5.048 1.468
C 3.257 -3.656 1.018
O 2.891 -2.969 2.169
C 2.735 -3.721 3.141
O 2.483 -3.313 4.335
O 3.110 -4.992 2.843
H 4.544 -5.126 1.489
H 2.903 -5.696 0.797
H 2.347 -3.613 0.265
H 4.027 -3.395 0.167
C -0.784 -2.482 3.127
C -2.314 -2.706 3.083
O -2.785 -1.600 2.400
C -1.748 -0.894 1.817
O -1.938 0.074 1.088
O -0.604 -1.326 2.181
H 0.068 -3.294 2.834
H -0.393 -2.129 4.088
H -2.918 -2.766 4.039
H -2.537 -3.775 2.653
C -5.088 6.132 -4.734
C -4.787 5.579 -6.210
O -3.857 4.586 -6.002
C -3.791 4.323 -4.795
O -3.196 3.327 -4.351
O -4.391 5.136 -3.929
H -6.000 6.368 -4.645
H -4.523 7.101 -4.684
H -4.519 6.590 -6.637
H -5.669 5.322 -6.874
C 2.896 0.391 2.700
C 2.593 1.629 1.943
O 3.774 2.356 2.121
C 4.609 1.727 2.888
O 5.772 2.093 3.081
O 4.158 0.675 3.272
H 2.981 -0.463 1.949
H 2.149 0.069 3.381
H 1.848 2.342 2.297
H 2.478 1.536 0.809
C -5.818 -2.081 -1.425
C -4.555 -2.195 -0.670
O -3.555 -2.063 -1.697
C -4.048 -2.086 -2.857
O -3.435 -1.873 -3.926
O -5.383 -2.090 -2.792
H -5.998 -0.987 -1.429
H -6.699 -2.457 -1.085
H -4.489 -3.166 -0.325
H -4.427 -1.605 0.430

Atoms 1-6, force components in eV/Å:
C -0.390 -3.012 -2.324
N -0.774 4.528 -1.221
C -3.550 3.129 0.113
C 4.140 -4.518 -0.058
C 0.786 -1.239 3.280
C 0.193 3.144 -0.900

---

# 4
Density functional theory data (wB97M-V/def2-TZVPD) for C32H64Br10NiO12S5 as an isolated structure at a distorted geometry.

## Properties
- 2S+1: 3
- HOMO (alpha / beta): -8.289 / -8.193 eV
- Electronic energy: -854428.461 eV
- HOMO-LUMO gap (alpha / beta): 8.0 / 7.6 eV
- LUMO level (alpha / beta): -0.3 / -0.6 eV

Atoms and positions in Å:
Ni -21.267 6.885 -8.427
O -22.963 6.684 -9.706
C -22.587 7.498 -10.798
C -21.597 8.663 -10.460
O -20.596 8.548 -9.425
H -23.442 7.886 -11.363
H -22.107 6.893 -11.577
H -22.256 9.498 -10.192
H -21.130 9.098 -11.349
C -20.867 3.135 -12.625
C -21.412 2.529 -11.344
C -20.391 2.744 -10.305
S -19.604 4.401 -10.679
O -18.164 4.257 -10.779
O -20.201 5.414 -9.818
C -20.215 4.491 -12.348
H -21.662 3.296 -13.352
H -20.060 2.545 -13.064
H -21.652 1.467 -11.390
H -22.326 3.109 -11.207
H -19.560 2.056 -10.471
H -20.582 2.664 -9.238
H -19.358 4.824 -12.931
H -20.920 5.321 -12.291
C -24.872 9.927 -12.057
C -25.324 9.148 -13.264
C -25.326 10.150 -14.438
S -23.962 11.330 -14.085
O -24.564 12.631 -13.889
O -22.893 11.058 -15.000
C -23.604 10.687 -12.385
H -24.722 9.368 -11.132
H -25.623 10.641 -11.709
H -26.329 8.753 -13.122
H -24.618 8.353 -13.509
H -26.243 10.718 -14.267
H -25.393 9.834 -15.477
H -23.362 11.563 -11.789
H -22.821 9.949 -12.558
C -24.547 3.699 -5.420
C -25.085 4.908 -6.238
C -24.605 4.635 -7.674
S -22.929 3.898 -7.549
O -21.872 4.916 -7.762
O -22.828 2.593 -8.198
C -23.034 3.577 -5.727
H -25.067 2.756 -5.583
H -24.540 3.882 -4.344
H -24.623 5.809 -5.828
H -26.157 5.064 -6.132
H -24.712 5.387 -8.456
H -25.241 3.843 -8.075
H -22.488 4.380 -5.233
H -22.559 2.609 -5.582
C -16.414 9.242 -7.154
C -15.839 8.081 -8.004
C -16.627 6.772 -7.725
S -18.146 7.241 -6.766
O -17.889 6.952 -5.377
O -19.387 6.768 -7.379
C -17.959 9.047 -7.183
H -16.113 10.199 -7.582
H -15.902 9.210 -6.192
H -14.771 7.881 -7.937
H -16.050 8.310 -9.049
H -16.141 5.945 -7.211
H -17.091 6.426 -8.649
H -18.504 9.586 -6.408
H -18.441 9.247 -8.140
C -19.817 9.836 -15.557
C -18.763 9.221 -16.496
C -18.330 7.875 -15.954
S -19.946 7.071 -15.362
O -19.727 6.260 -14.135
O -20.664 6.506 -16.490
C -20.684 8.709 -14.898
H -20.432 10.465 -16.198
H -19.344 10.405 -14.758
H -17.883 9.862 -16.559
H -19.135 9.168 -17.519
H -17.877 8.081 -14.985
H -17.868 7.077 -16.533
H -20.516 8.795 -13.824
H -21.750 8.588 -15.086
Br -17.628 12.330 -8.869
C -18.881 11.574 -10.185
C -19.358 12.749 -11.035
Br -20.661 12.081 -12.301
H -19.740 11.081 -9.731
H -18.257 10.872 -10.731
H -18.504 13.096 -11.616
H -19.735 13.607 -10.483
Br -21.381 13.028 -7.593
C -22.589 11.439 -7.717
C -23.319 11.462 -9.069
Br -24.530 13.006 -9.268
H -23.241 11.441 -6.844
H -22.000 10.526 -7.624
H -23.865 10.527 -9.207
H -22.588 11.400 -9.876
Br -26.635 8.908 -8.971
C -25.467 7.627 -7.934
C -26.424 6.759 -7.097
Br -27.434 5.555 -8.313
H -24.764 8.224 -7.357
H -24.897 6.962 -8.583
H -27.040 7.432 -6.504
H -25.890 6.036 -6.484
Br -26.113 6.123 -11.692
C -24.794 4.818 -11.153
C -25.510 3.543 -10.854
Br -24.242 2.272 -10.097
H -24.367 5.213 -10.230
H -23.910 4.700 -11.779
H -25.817 3.163 -11.829
H -26.396 3.570 -10.225
Br -16.935 9.294 -12.795
C -17.706 7.719 -11.945
C -16.843 6.466 -12.136
Br -15.062 6.793 -11.352
H -18.741 7.689 -12.284
H -17.854 8.094 -10.932
H -16.762 6.211 -13.192
H -17.283 5.563 -11.716

Atoms 1-6, force components in eV/Å:
Ni 0.188 -0.009 -2.611
O 1.425 1.280 1.011
C 1.175 -0.729 -0.008
C -0.293 1.272 0.857
O -1.818 -1.944 0.058
H -0.202 0.335 0.414